[1]
The following is a quantum chemistry calculation of a structure of composition C20H48BBr16FNO3PSSi2, from the Open Molecules 2025 dataset.

Each line ends with the Löwdin charge.
Atoms and positions in Å:
C: -8.41 -3.46 -2.08  -0.69
B: -2.86 2.09 0.24  -0.66
Br: -7.96 0.71 4.04  0.60
H: 2.54 -6.25 2.40  0.05
Br: -6.47 -4.54 -0.26  0.60
H: 2.21 -5.25 4.74  0.06
H: -0.92 -1.83 -3.19  -0.19
H: 5.59 3.29 -4.87  0.05
C: -7.27 2.45 3.51  -0.73
O: -2.89 -0.48 -1.31  -0.34
H: 4.68 5.07 -3.21  -0.01
C: 1.17 -0.82 -0.35  -0.51
H: 6.55 -3.67 -0.20  0.02
Si: -2.03 0.28 -0.13  0.31
C: 0.90 2.36 -2.68  -0.21
Si: -3.09 -2.08 -1.64  0.05
H: -7.89 -2.51 -0.23  0.06
C: 1.78 -4.83 3.83  -0.69
H: -0.81 1.02 -2.79  0.07
H: 7.50 4.62 0.33  0.05
C: 5.10 3.08 -3.92  -0.70
H: -9.04 -2.62 -2.35  0.06
H: -2.80 3.83 -0.73  0.10
C: 2.49 -4.54 -3.41  -0.68
H: -6.67 5.82 7.89  0.06
H: -4.36 -1.85 -3.59  0.04
H: -7.93 7.00 5.97  0.05
O: -3.16 2.94 -0.80  0.11
Br: 7.16 5.53 -1.95  0.68
Br: -6.76 5.93 4.06  0.67
Br: 8.23 2.13 -1.08  0.62
C: -5.78 2.42 3.27  -0.71
C: 4.14 4.17 -3.52  -0.71
C: 8.21 4.93 -0.43  -0.68
C: -6.95 6.55 5.89  -0.68
C: 0.78 -1.77 0.77  -0.22
H: -5.88 4.83 6.64  0.02
C: 0.20 1.04 -2.36  -0.46
Br: 1.95 -2.94 -4.38  0.61
H: 0.25 3.21 -2.44  0.07
H: -9.03 -4.28 -1.72  0.05
H: -4.76 -3.19 -2.77  -0.01
H: 7.24 -2.76 -1.56  0.05
H: 2.19 -0.46 -0.19  0.06
C: 2.35 -4.37 -1.92  -0.69
C: -6.75 5.42 6.88  -0.69
H: 2.46 -5.32 -1.41  0.05
Br: 6.73 -1.26 0.34  0.58
H: 0.75 0.21 -2.82  0.06
H: 3.52 -4.73 -3.69  0.05
Br: 3.01 4.72 -5.01  0.62
O: -3.13 2.52 1.51  0.11
H: -6.18 7.31 6.04  0.06
F: -2.16 -0.61 1.21  -0.16
C: 1.59 -5.93 2.81  -0.68
H: 0.65 -1.24 1.72  0.07
H: -5.48 1.56 2.68  0.04
H: -2.80 1.91 2.18  0.08
Br: 3.01 -3.46 3.23  0.65
H: -5.46 3.33 2.77  0.04
H: 0.84 -4.33 4.07  0.05
Br: 3.74 -3.21 -1.22  0.68
H: -7.79 2.71 2.60  0.06
H: 8.77 5.80 -0.09  0.06
N: -4.46 -2.22 -2.65  -0.09
C: 8.66 -3.34 -0.04  -0.70
H: 8.78 -3.26 1.03  0.05
Br: -8.26 4.20 6.89  0.64
H: 5.85 2.94 -3.14  0.00
S: -1.24 -2.86 -2.39  0.47
H: 1.40 -3.92 -1.64  0.00
H: 1.58 -2.49 0.92  -0.03
H: 3.48 3.86 -2.73  0.03
H: -3.33 -2.89 -0.43  0.00
Br: 0.48 -5.39 1.32  0.66
Br: 10.06 -2.24 -0.83  0.60
C: -7.39 -3.03 -1.05  -0.69
C: 7.29 -2.92 -0.49  -0.72
H: 1.18 -1.36 -1.30  0.02
H: -7.54 3.13 4.31  -0.05
H: 1.79 2.46 -2.06  0.04
C: 9.15 3.81 -0.81  -0.70
H: 1.08 -6.78 3.27  0.06
H: -6.62 -2.39 -1.49  0.02
H: 9.86 3.64 0.00  0.06
P: 0.13 0.70 -0.54  0.90
H: 8.87 -4.36 -0.36  0.06
H: 9.69 4.03 -1.72  0.05
Br: -7.58 -4.08 -3.72  0.61
H: 1.19 2.42 -3.73  0.03
Br: 4.21 1.37 -4.11  0.62
H: 1.85 -5.34 -3.77  0.06
Br: -4.77 2.35 4.93  0.62
H: -0.13 -2.31 0.54  0.03

Summary:
**Lowest unoccupied orbital energy**: 0.30 eV
**HOMO-LUMO gap**: 8.35 eV
**DFT total energy**: -43699.15578 Eh
**Multiplicity**: 1

---

[2]
The following is a quantum chemistry calculation of a cluster of 4 separate species, C4H15NO3 in total at a distorted geometry, from the Open Molecules 2025 dataset.

Each line ends with the Löwdin charge.
Atoms and positions in Å:
H: 2.74 -0.34 0.45  0.05
H: -0.13 0.62 1.98  0.05
O: 1.70 -2.51 0.35  -0.08
H: -1.02 2.11 2.59  0.06
N: -1.22 -0.10 -1.33  -0.12
H: -0.70 -1.88 -2.51  0.08
H: 1.72 -2.83 1.26  0.05
C: -0.95 1.32 1.85  -0.02
H: -2.46 1.87 0.63  0.11
C: -0.29 -1.10 -1.85  -0.11
C: -1.58 -0.24 0.09  -0.24
H: -2.07 -0.17 -1.88  0.10
H: 0.21 -1.73 -1.08  0.05
H: 0.45 2.19 0.14  0.04
H: 1.21 -1.68 0.43  -0.02
H: -0.89 -0.89 0.63  0.10
C: -1.75 1.06 0.82  -0.17
O: 1.99 0.15 0.84  -0.12
H: 0.19 1.63 -1.27  0.05
O: 0.91 1.87 -0.66  -0.06
H: 1.78 0.93 0.24  0.00
H: 0.49 -0.56 -2.40  0.08
H: -2.50 -0.84 0.24  0.12

Summary:
**Lowest unoccupied orbital energy**: 0.84 eV
**Energy above the lowest of the compared OMol25 structures with the same formula, charge and spin**: 162.72 kJ/mol
**HOMO-LUMO gap**: 10.25 eV
**DFT total energy**: -441.81990 Eh
**Multiplicity**: 1
**Structure (SMILES)**: C=CCNC.O.O.O

---

[3]
The following is a quantum chemistry calculation of an isolated molecule of H3INOP at a distorted geometry, from the Open Molecules 2025 dataset.

Each line ends with the Löwdin charge.
Atoms and positions in Å:
O: 1.65 0.26 -0.03  -0.44
H: -1.71 0.07 0.82  -0.01
H: -0.88 -1.22 0.46  0.07
N: -0.81 -0.20 0.66  -0.26
I: -0.14 0.14 -2.58  0.31
H: 1.80 0.14 0.92  0.04
P: 0.09 0.81 -0.26  0.29

Summary:
**Lowest unoccupied orbital energy**: 0.57 eV
**Energy above the lowest of the compared OMol25 structures with the same formula, charge and spin**: 11.53 kJ/mol
**HOMO-LUMO gap**: 9.36 eV
**DFT total energy**: -770.88881 Eh
**Multiplicity**: 1
**Structure (SMILES)**: NP(O)I

---

[4]
The following is a quantum chemistry calculation of a structure of composition C11H14BN7ORu at a distorted geometry, from the Open Molecules 2025 dataset.

Each line ends with the Löwdin charge.
Atoms and positions in Å:
H: -1.44 -0.66 2.33  0.04
C: 2.04 -1.98 0.22  -0.07
H: -3.53 -0.86 0.67  0.12
C: 1.09 0.69 3.63  -0.35
H: 2.24 -2.35 1.21  0.12
H: 3.41 -3.00 -1.18  0.12
N: -1.29 -0.02 -1.52  -0.02
Ru: -0.17 -0.15 1.33  1.31
H: 2.11 -1.36 -3.02  0.15
C: 0.77 2.87 0.78  0.00
H: 0.28 0.58 -3.05  0.14
O: 1.04 0.97 4.80  0.18
N: -1.66 -0.31 -0.22  -0.09
H: -1.82 -2.26 2.13  0.06
N: 1.10 -1.03 0.02  -0.12
C: -0.94 -1.75 2.55  -0.13
H: -1.00 -1.87 3.65  0.09
C: 1.13 3.69 -0.31  0.13
C: 2.63 -2.29 -1.01  0.01
C: -3.44 -0.58 -1.54  0.00
C: 1.99 -1.50 -1.96  0.00
C: -2.98 -0.62 -0.22  -0.07
N: 0.47 1.70 -1.07  0.06
H: 1.51 4.72 -0.27  0.16
H: -2.25 -0.04 -3.39  0.14
N: 1.23 0.31 2.46  -0.09
N: 0.43 1.64 0.31  -0.01
N: 1.09 -0.73 -1.34  0.00
H: 0.77 3.11 1.83  0.14
H: -0.09 -2.40 2.24  0.08
H: -4.44 -0.79 -1.88  0.12
C: -2.35 -0.22 -2.33  -0.01
H: 1.01 3.14 -2.52  0.17
C: 0.90 2.93 -1.45  0.08
B: 0.15 0.41 -1.87  -0.46

Summary:
**Lowest unoccupied orbital energy (spin up / spin down)**: -6.91 / -11.85 eV
**Expectation value of S²**: 6.025
**HOMO-LUMO gap (spin up / spin down)**: 9.19 / 4.13 eV
**DFT total energy**: -1005.14293 Eh
**Net charge**: +2
**Multiplicity**: 5

---

[5]
The following is a quantum chemistry calculation of an isolated molecule of C2H6N2O2 at a distorted geometry, from the Open Molecules 2025 dataset.

Each line ends with the Löwdin charge.
Atoms and positions in Å:
H: -1.56 1.56 0.52  0.08
C: -1.10 0.82 0.05  -0.23
H: -0.11 -1.72 -0.97  0.10
H: 0.99 0.17 -1.48  0.15
H: -1.36 0.91 -1.06  0.14
O: 0.31 1.20 0.12  -0.09
N: -1.22 -0.54 0.42  -0.08
N: 0.00 -1.18 -0.08  -0.01
O: 2.19 -0.11 0.24  0.06
H: 2.11 -0.38 1.19  0.15
C: 1.06 0.08 -0.39  -0.41
H: -1.32 -0.80 1.45  0.14

Summary:
**Lowest unoccupied orbital energy**: 0.96 eV
**Energy above the lowest of the compared OMol25 structures with the same formula, charge and spin**: 315.41 kJ/mol
**HOMO-LUMO gap**: 10.01 eV
**DFT total energy**: -339.71252 Eh
**Multiplicity**: 1
**Structure (SMILES)**: O[C@H]1NNCO1

---

[6]
The following is a quantum chemistry calculation of an isolated molecule of C3H6ClFS at a distorted geometry, from the Open Molecules 2025 dataset.

Each line ends with the Löwdin charge.
Atoms and positions in Å:
S: -1.83 0.74 -1.73  0.67
H: -2.31 1.78 -1.04  -0.17
H: 0.50 1.14 -1.28  0.05
Cl: 2.10 0.50 1.34  0.65
H: 0.71 -1.24 -0.93  0.11
C: 0.14 -0.70 -0.21  -0.30
H: -0.08 -0.29 1.81  0.13
H: -0.16 1.39 0.15  0.05
C: 0.77 -0.67 1.17  -0.71
F: 1.16 -1.98 1.49  -0.05
H: -0.72 -1.35 -0.10  0.11
C: -0.26 0.68 -0.66  -0.54

Summary:
**Lowest unoccupied orbital energy**: 0.76 eV
**Energy above the lowest of the compared OMol25 structures with the same formula, charge and spin**: 49.55 kJ/mol
**HOMO-LUMO gap**: 10.21 eV
**DFT total energy**: -1076.12773 Eh
**Multiplicity**: 1
**Structure (SMILES)**: F[C@@H](Cl)CCS

---

[7]
The following is a quantum chemistry calculation of a structure of composition C21H23ClIN2O9PS at a distorted geometry, from the Open Molecules 2025 dataset.

Each line ends with the Löwdin charge.
Atoms and positions in Å:
P: -7.56 0.77 1.54  0.90
H: 3.36 0.03 -5.93  0.09
C: -5.73 0.58 1.74  -0.28
C: 8.05 -2.23 -2.24  -0.33
C: -3.07 0.25 2.22  -0.04
O: 6.63 -2.22 -5.32  0.17
H: -7.16 2.73 2.94  0.04
O: 2.98 -0.72 -1.68  0.00
H: 4.48 -1.02 -3.90  0.12
C: 2.90 -0.74 -5.31  -0.01
O: -7.75 1.49 0.06  -0.33
H: -2.31 4.12 4.59  0.07
C: 9.15 -2.96 -1.50  -0.02
H: 3.09 -1.71 -5.76  0.09
C: -5.23 0.76 3.00  -0.04
C: -2.46 -0.25 0.03  -0.47
H: -5.85 1.01 3.85  0.11
H: 8.12 -1.16 -2.06  0.16
C: -2.36 2.01 4.66  -0.25
C: 3.45 -0.68 -3.91  -0.33
C: 3.31 0.54 -2.04  -0.60
N: -5.42 0.07 -0.65  0.13
S: -4.93 2.00 -2.56  0.80
H: -4.19 1.13 5.29  0.08
C: 2.63 -1.42 -2.89  -0.09
H: 6.61 -3.83 -1.88  0.14
C: -4.91 0.26 0.68  -0.21
N: -1.30 -0.49 0.84  -0.29
H: -7.32 2.36 0.06  0.05
H: 6.19 -2.29 -1.10  0.14
O: 5.96 -2.37 -3.17  0.02
H: -2.91 -0.09 5.06  0.13
O: -0.79 0.02 3.06  0.05
C: -8.00 2.04 2.83  -0.27
H: -8.89 2.55 2.48  0.04
C: -3.35 0.82 4.66  -0.13
C: -3.89 0.60 3.26  -0.15
C: -3.07 3.35 4.72  -0.59
H: -1.65 1.91 5.48  0.12
C: -5.10 0.93 -1.45  -0.78
C: -1.61 -0.04 2.18  -0.50
C: -3.59 0.10 0.95  -0.03
Cl: -3.92 3.63 6.26  0.56
H: 1.55 -1.31 -3.04  0.14
H: 9.17 -2.65 -0.45  0.09
H: 9.01 -4.04 -1.54  0.09
I: 0.34 0.68 0.27  1.11
H: 1.83 -0.55 -5.33  0.09
H: -1.76 2.03 3.75  0.10
C: 6.89 -2.33 -4.17  -0.56
H: 2.88 -2.47 -2.82  0.14
O: 3.49 1.44 -1.27  0.12
O: -2.45 -0.32 -1.18  0.08
H: -3.74 3.44 3.86  0.08
O: 8.14 -2.44 -3.66  0.09
H: 10.11 -2.74 -1.95  0.09
H: -8.13 1.52 3.77  0.03
O: 3.42 0.66 -3.38  0.10
C: 6.66 -2.75 -1.97  -0.08

Summary:
**Lowest unoccupied orbital energy**: -0.78 eV
**Energy above the lowest of the compared OMol25 structures with the same formula, charge and spin**: 0.00 kJ/mol
**HOMO-LUMO gap**: 8.00 eV
**DFT total energy**: -3098.16689 Eh
**Multiplicity**: 1

---

[8]
The following is a quantum chemistry calculation of a cluster of 13 separate species, C34H78F14N13O32S14 in total at a distorted geometry, from the Open Molecules 2025 dataset.

Each line ends with the Löwdin charge.
Atoms and positions in Å:
H: 1.56 1.90 1.71  0.14
H: -0.45 2.74 1.85  0.12
H: -0.03 5.21 -10.83  0.10
H: -4.14 -6.47 -7.14  0.08
H: -0.62 -3.87 -4.06  0.11
C: -0.59 5.93 -10.24  0.02
H: 2.72 -0.80 2.37  0.08
F: -5.46 -0.93 -1.94  -0.23
H: -1.85 -2.82 -6.09  0.13
N: -3.73 -5.26 -4.61  0.16
H: 7.41 -0.61 -1.74  0.11
C: 2.56 -0.26 8.38  0.05
H: -5.54 -2.97 -5.70  0.12
H: -5.85 -6.21 -7.15  0.10
S: -0.84 -5.68 8.69  0.57
H: 8.91 -3.99 -4.77  0.12
C: -4.38 3.04 5.93  -0.14
H: -0.27 3.92 -1.94  0.11
N: 6.04 9.47 -1.46  -0.25
H: 7.57 -2.59 -3.65  0.16
H: -1.64 5.71 -10.01  0.10
H: 1.61 3.99 -8.00  0.11
O: 8.74 -2.99 -0.71  0.15
O: 7.03 -0.61 -8.01  -0.30
H: -0.33 5.05 0.85  0.12
H: 1.88 2.64 -1.61  0.14
F: -3.66 -4.42 0.75  -0.23
C: -1.56 -4.35 -3.79  -0.01
C: -5.45 3.19 7.00  -0.16
H: -3.45 -3.73 -7.65  0.10
O: 4.78 11.61 -1.01  -0.29
H: 7.74 -3.94 -2.72  0.18
H: 4.06 -0.97 1.25  0.08
N: 3.75 3.76 5.28  -0.31
H: -4.64 -1.08 6.25  0.14
O: -5.25 -0.58 0.42  -0.31
S: -5.72 -1.58 -0.48  0.33
S: 5.40 10.70 -1.94  0.36
N: 2.19 -1.15 9.64  0.12
H: 1.58 5.32 -6.69  0.12
S: 4.45 -1.13 -6.26  0.40
H: 0.62 0.58 -1.57  0.10
C: -2.42 -4.67 -5.02  -0.41
H: -6.20 -0.45 6.32  0.14
O: 4.36 -1.75 -7.58  -0.30
F: 7.62 0.61 -6.07  -0.22
F: 0.21 -5.85 9.93  -0.24
O: 1.49 0.89 10.76  0.16
H: -3.46 3.15 6.50  0.10
H: -3.15 -2.52 -4.95  0.13
F: 6.05 -7.61 -4.72  -0.23
H: 1.77 0.47 8.19  0.10
H: 3.12 -1.50 9.82  0.17
H: -5.86 -0.30 8.90  0.09
C: -5.04 -5.23 -5.42  -0.39
N: 6.00 -6.95 -2.33  -0.25
C: 9.39 -3.47 -3.94  0.05
S: -4.80 4.63 -4.86  0.44
H: -5.81 -3.90 -7.14  0.12
S: -4.65 7.04 -5.02  0.62
C: -5.18 -3.83 -6.25  -0.08
C: 1.08 4.49 -7.19  0.07
H: -3.73 1.06 5.00  0.14
H: -3.98 -2.17 -6.98  0.12
C: 0.32 4.12 -1.04  -0.16
C: 2.29 0.20 0.45  -0.23
H: -5.36 4.05 7.67  0.12
H: 3.77 0.46 2.04  0.08
H: 8.83 -0.57 -0.80  0.10
O: 5.26 -9.34 -3.45  -0.30
C: 8.51 -2.38 -1.76  -0.34
F: 6.80 11.45 -1.96  -0.24
C: 0.05 6.17 -8.86  -0.30
O: 5.11 10.75 -3.36  -0.30
O: 3.76 -7.39 -3.92  -0.30
N: 8.21 -3.12 -3.07  0.10
O: -4.97 7.12 -3.56  -0.31
C: 1.09 -1.19 12.03  0.04
C: -3.21 0.76 7.81  0.05
C: 1.57 -0.33 10.82  -0.30
H: -1.19 -5.27 -3.36  0.09
F: 4.94 7.62 -0.27  -0.21
H: -2.38 -5.49 -7.02  0.06
H: 1.29 -0.60 12.93  0.10
S: 4.64 8.56 -1.54  0.55
O: 4.47 7.69 -2.68  -0.31
C: -6.62 -2.23 8.20  -0.08
F: -0.34 -3.32 5.88  -0.28
C: -2.75 -3.25 -5.65  -0.13
H: -4.55 3.62 5.02  0.14
C: -4.47 1.52 5.66  -0.07
S: -4.73 -3.22 1.00  0.61
C: -3.81 -3.23 -6.75  -0.18
C: -0.65 2.88 0.79  -0.04
F: -4.14 3.33 -5.57  -0.25
H: 0.87 5.02 -1.31  0.13
S: 2.99 5.02 5.24  0.35
H: -4.60 -1.57 8.69  0.11
O: 3.39 -0.23 -5.87  -0.32
H: -2.64 0.11 7.14  0.12
O: 0.76 -5.38 5.71  -0.30
O: 2.47 5.36 3.97  -0.29
H: 0.50 0.52 1.55  0.14
H: 8.98 -0.40 -2.60  0.10
S: -0.39 -4.87 6.46  0.45
O: -2.01 -5.36 9.43  -0.29
O: -4.57 4.36 -3.43  -0.33
S: 6.37 0.09 -6.90  0.56
O: 3.51 6.01 6.21  -0.32
O: 0.74 7.20 -8.59  0.14
N: 5.81 -0.94 -5.63  -0.29
H: -6.26 -3.08 7.61  0.08
H: -2.11 -3.75 -3.07  0.10
F: 1.73 4.44 6.01  -0.23
N: -0.20 5.03 -7.85  0.09
H: -6.39 3.33 6.46  0.12
C: -5.00 -6.35 -6.48  0.00
C: -5.28 -0.49 6.91  -0.13
H: 1.83 -0.67 -0.02  0.11
N: -0.08 -4.34 7.87  -0.31
F: 4.12 -2.35 -5.23  -0.25
H: -7.17 -5.41 -4.94  0.10
H: -0.50 4.18 -8.31  0.16
O: -5.63 7.41 -6.01  -0.30
N: -4.56 0.84 7.09  -0.23
O: 3.85 -6.14 -1.41  -0.30
O: -7.16 -1.85 -0.48  -0.32
H: -6.25 -6.02 -3.67  0.09
C: 1.27 2.97 -0.77  -0.10
O: 5.66 1.31 -7.16  -0.27
H: -6.37 -4.34 -3.92  0.10
F: 6.17 3.35 5.11  -0.22
F: 5.69 -6.29 -0.14  -0.28
N: -3.80 5.61 -5.48  -0.32
O: -3.84 -2.47 1.83  -0.30
H: -6.95 -2.65 9.14  0.07
H: -5.41 1.37 5.13  0.13
H: -3.38 0.29 8.78  0.10
H: -1.58 2.36 0.54  0.12
H: -0.91 1.52 -1.73  0.11
H: -0.71 -5.48 -6.26  0.11
O: -0.73 -7.01 8.11  -0.28
H: 2.89 0.70 -0.31  0.12
O: 4.76 -8.30 -0.60  -0.27
O: 5.10 3.59 2.95  -0.33
H: -2.78 1.75 7.84  0.10
O: 5.66 5.57 4.40  -0.29
H: 0.64 3.73 -6.54  0.11
H: 1.97 3.47 -0.09  0.14
C: -5.52 -1.14 8.29  -0.20
O: -3.62 -6.26 -3.56  0.16
S: 5.09 4.21 4.29  0.62
O: -6.14 4.56 -5.45  -0.31
C: 8.46 -0.88 -1.77  0.03
H: 3.46 0.31 8.62  0.11
H: 9.96 -2.57 -4.14  0.11
C: -0.64 4.28 0.15  -0.12
H: -5.06 -7.26 -5.88  0.10
O: -1.71 -5.36 6.11  -0.29
H: 10.05 -4.07 -3.30  0.11
H: -7.55 -1.99 7.69  0.07
C: 1.25 1.12 1.02  -0.13
H: -0.73 0.29 -0.44  0.11
H: 0.02 -1.40 11.92  0.10
F: -3.51 8.19 -5.29  -0.23
C: 3.22 -0.33 1.52  -0.09
C: -6.21 -5.27 -4.46  -0.03
H: 2.77 -0.80 7.46  0.11
C: -1.77 -5.64 -6.13  0.04
O: -5.87 -3.92 1.60  -0.28
N: -4.88 -2.73 -0.65  -0.29
H: -0.92 5.37 -7.23  0.18
H: 1.65 -1.93 9.30  0.16
H: 1.63 -2.14 12.09  0.09
H: -0.48 6.83 -10.84  0.10
S: 4.91 -7.09 -1.36  0.33
N: 0.40 1.96 0.04  -0.22
C: -5.53 1.84 7.77  -0.09
H: -5.18 1.93 8.80  0.12
C: -0.21 1.04 -1.04  0.04
H: -1.64 4.69 -0.03  0.12
H: -6.59 1.58 7.73  0.14
H: -1.75 -6.68 -5.80  0.10
S: 5.07 -7.89 -3.48  0.60
O: 3.39 9.15 -1.10  -0.31

Summary:
**Lowest unoccupied orbital energy**: -4.14 eV
**Energy above the lowest of the compared OMol25 structures with the same formula, charge and spin**: 824.34 kJ/mol
**HOMO-LUMO gap**: 2.37 eV
**DFT total energy**: -11433.60877 Eh
**Net charge**: -1
**Multiplicity**: 1